# 1
68
Properties=species:S:1:pos:R:3:forces:R:3 method="wB97M-V/def2-TZVPD" orbital_gap_ev="5.448 / 5.296" de_lowest_ev=2.353 spin_multiplicity=5 charge=-2 s2=6.067
Ir 0.016 0.472 -0.089 0.421 -0.401 0.060
C 2.995 4.173 4.911 0.007 -0.017 -0.016
C 2.749 2.952 4.067 0.127 -0.026 -0.049
C 1.579 2.749 3.434 -0.109 0.000 -0.020
C 1.246 1.558 2.576 0.011 -0.130 0.106
C 2.461 0.687 2.337 0.105 -0.024 0.096
C 3.612 0.898 3.040 -0.076 0.188 -0.067
C 3.777 1.988 3.908 0.023 -0.004 0.006
S 2.480 -0.849 1.400 -0.233 0.242 0.002
O 1.768 -1.786 2.226 0.077 -0.141 0.036
O 3.872 -1.120 1.127 0.064 -0.126 0.011
N 1.703 -0.613 0.016 0.222 -0.098 -0.209
C 2.479 -0.558 -1.227 -0.139 -0.245 0.275
C 2.329 0.829 -1.809 -0.335 0.137 -0.086
O 3.153 1.289 -2.573 0.344 0.093 -0.321
O 1.240 1.429 -1.444 -0.253 0.098 0.194
H 2.072 4.724 5.080 -0.026 0.022 -0.008
H 3.712 4.843 4.431 0.010 0.004 -0.001
H 3.406 3.894 5.883 0.000 -0.012 0.024
H 0.775 3.469 3.533 -0.047 -0.032 0.047
H -0.041 2.575 1.459 -0.019 0.002 0.046
H 4.428 0.207 2.891 0.047 -0.028 0.014
H 4.713 2.109 4.441 0.024 0.001 -0.012
H 2.041 -1.260 -1.943 0.017 -0.014 -0.046
H 3.524 -0.813 -1.079 -0.013 0.020 0.035
O -0.047 1.112 4.514 0.026 0.026 0.159
C 0.117 0.774 3.325 -0.018 -0.095 -0.211
O 0.786 2.090 1.312 0.017 0.142 0.040
C -0.631 -0.321 2.762 -0.049 0.091 -0.092
C -1.302 -1.123 3.736 0.014 0.070 0.064
C -1.961 -2.242 3.394 -0.032 -0.050 -0.061
C -2.042 -2.621 2.013 -0.062 -0.111 0.165
C -2.748 -3.754 1.599 -0.004 -0.002 0.019
C -2.866 -4.073 0.265 0.012 0.071 -0.082
C -2.269 -3.231 -0.678 -0.007 -0.028 0.044
C -1.554 -2.121 -0.291 -0.030 -0.111 -0.223
C -1.408 -1.793 1.065 0.057 0.266 0.167
N -0.708 -0.669 1.439 0.012 -0.248 0.336
H -1.220 -0.799 4.763 0.003 0.006 -0.027
H -2.440 -2.862 4.143 -0.008 -0.012 -0.013
H -3.221 -4.368 2.357 -0.001 -0.016 0.020
H -3.431 -4.941 -0.049 0.002 -0.020 -0.018
H -2.383 -3.428 -1.733 0.023 -0.056 -0.134
H -1.128 -1.485 -1.064 0.005 -0.012 0.008
C -0.207 -3.556 -4.861 -0.034 0.014 0.030
C -0.529 -2.134 -4.475 -0.018 -0.035 0.047
C 0.453 -1.151 -4.496 0.011 0.037 -0.028
C 0.152 0.173 -4.205 -0.117 0.031 -0.042
C -1.147 0.534 -3.869 -0.017 -0.150 -0.054
C -2.135 -0.443 -3.813 0.182 0.016 0.021
C -1.823 -1.762 -4.117 -0.019 -0.012 0.034
S -1.549 2.269 -3.615 0.218 -0.143 -0.068
O -0.600 2.907 -4.506 -0.017 0.190 -0.224
O -2.959 2.365 -3.993 -0.044 0.041 -0.093
N -1.254 2.594 -2.136 -0.355 0.064 0.205
C -2.377 2.964 -1.315 0.209 0.176 -0.427
C -2.765 1.967 -0.260 0.042 -0.111 0.455
O -3.861 2.019 0.263 -0.548 0.049 0.039
O -1.870 1.122 0.183 0.293 0.322 -0.403
H 0.812 -3.634 -5.239 0.021 0.009 -0.018
H -0.885 -3.915 -5.640 0.002 -0.003 -0.005
H -0.295 -4.241 -4.015 -0.028 0.005 0.074
H 1.465 -1.419 -4.782 0.029 0.025 0.020
H 0.899 0.950 -4.287 0.083 0.004 0.078
H -3.144 -0.147 -3.564 -0.085 -0.006 0.013
H -2.604 -2.516 -4.092 -0.032 -0.007 -0.021
H -3.292 3.185 -1.872 0.082 -0.006 0.004
H -2.118 3.877 -0.760 -0.067 0.072 0.084

***

# 2
142
Properties=species:S:1:pos:R:3:forces:R:3 method="wB97M-V/def2-TZVPD" orbital_gap_ev=5.172 charge=-1
C 1.650 -0.172 0.474 0.991 -0.862 -0.276
N 1.327 0.002 -0.941 -0.539 0.192 0.308
C 1.042 -1.250 -1.650 0.732 0.130 0.206
B 0.297 1.050 -1.152 0.354 0.021 -0.008
O 0.612 1.997 -2.176 0.192 -0.352 0.144
B -1.148 1.259 -0.281 -1.033 1.114 -1.109
N -2.029 2.282 -1.124 1.009 -4.004 0.730
P -2.247 -0.338 -0.069 1.759 -0.460 0.983
N -1.528 -1.689 0.497 -0.631 0.001 -0.057
H 1.529 0.744 1.051 -0.334 -0.197 -0.202
H 2.739 -0.401 0.530 -0.240 0.106 0.141
H 1.145 -1.031 0.952 -0.368 0.431 -0.080
H 1.227 -2.083 -0.956 -0.140 0.029 -0.261
H 1.733 -1.351 -2.504 -0.370 -0.150 0.028
H -0.004 -1.343 -1.979 0.204 0.087 -0.038
H 1.040 2.742 -1.739 -0.260 0.064 -0.191
H -0.943 1.832 0.773 0.212 -0.523 0.347
H -2.955 2.382 -0.718 -0.103 -0.004 -0.362
H -2.099 1.844 -2.043 -0.513 0.425 -0.043
H -2.887 -0.548 -1.331 -0.137 0.174 0.255
H -3.287 0.019 0.834 -0.356 -0.014 -0.666
H -2.021 -1.910 1.363 0.150 -0.268 -0.113
C -3.751 3.577 4.334 0.032 0.022 0.119
C -2.229 3.487 4.303 -0.257 0.036 0.068
C -1.698 2.732 3.080 0.129 0.360 0.317
C -2.074 1.322 3.095 0.060 0.000 -0.223
N -2.374 0.213 3.102 -0.112 0.068 0.533
H -4.206 2.588 4.419 0.012 -0.006 -0.074
H -4.079 4.168 5.192 -0.040 -0.009 -0.020
H -4.134 4.054 3.430 -0.007 -0.042 -0.012
H -1.875 3.012 5.222 0.063 -0.010 -0.040
H -1.818 4.499 4.291 0.083 -0.046 -0.048
H -0.610 2.802 3.057 -0.003 -0.149 -0.138
H -2.060 3.196 2.162 -0.007 -0.166 -0.071
C 2.714 -1.576 4.541 -0.073 0.039 -0.116
C 4.161 -1.139 4.353 -0.193 -0.336 0.220
C 4.340 0.376 4.423 0.238 -0.274 0.009
C 3.673 1.034 3.304 0.041 0.263 0.162
N 3.153 1.550 2.420 0.195 0.274 0.166
H 2.075 -1.202 3.737 -0.018 0.040 0.038
H 2.650 -2.662 4.538 -0.019 0.015 0.041
H 2.312 -1.217 5.492 -0.005 0.026 -0.016
H 4.533 -1.518 3.400 0.083 0.078 0.018
H 4.768 -1.598 5.136 0.092 0.039 -0.064
H 5.404 0.619 4.396 -0.040 0.113 -0.111
H 3.956 0.762 5.370 -0.131 0.067 -0.091
C -6.253 -3.817 -2.528 0.094 -0.025 -0.037
C -5.250 -3.578 -1.403 -0.223 -0.189 -0.313
C -5.643 -2.431 -0.476 0.371 -0.271 0.074
C -5.626 -1.142 -1.158 -0.286 0.128 -0.014
N -5.640 -0.132 -1.705 -0.110 -0.022 -0.056
H -6.315 -2.955 -3.195 -0.027 0.022 0.043
H -5.953 -4.679 -3.127 -0.039 0.012 -0.017
H -7.251 -4.014 -2.129 -0.005 0.017 -0.014
H -4.265 -3.389 -1.831 0.054 0.079 0.095
H -5.170 -4.490 -0.807 0.046 0.067 0.096
H -4.947 -2.397 0.363 -0.048 0.155 -0.115
H -6.636 -2.612 -0.057 -0.039 0.124 -0.051
C 4.809 3.766 -3.577 0.044 -0.074 -0.017
C 4.306 2.607 -2.723 -0.003 0.297 -0.240
C 5.200 2.315 -1.515 -0.375 -0.167 -0.021
C 6.525 1.833 -1.904 0.048 0.084 0.129
N 7.568 1.460 -2.208 0.006 0.019 -0.040
H 5.780 3.542 -4.024 0.018 0.026 0.041
H 4.109 3.967 -4.388 0.011 0.018 0.008
H 4.908 4.678 -2.982 0.016 0.003 -0.014
H 4.211 1.716 -3.344 -0.048 -0.065 0.123
H 3.307 2.846 -2.360 -0.002 -0.183 0.063
H 4.719 1.557 -0.893 0.080 -0.028 0.015
H 5.303 3.210 -0.899 0.127 -0.012 -0.016
C 4.693 -3.913 -0.270 -0.005 -0.048 0.097
C 3.416 -4.574 0.235 0.535 0.228 -0.169
C 2.898 -3.973 1.542 -0.226 -0.105 -0.234
C 3.802 -4.210 2.665 0.063 0.056 0.113
N 4.514 -4.385 3.551 -0.017 -0.064 -0.128
H 5.524 -4.062 0.426 -0.007 0.052 0.018
H 4.984 -4.343 -1.229 0.022 0.051 -0.004
H 4.551 -2.839 -0.411 0.024 -0.002 -0.005
H 3.586 -5.643 0.358 -0.138 -0.008 0.012
H 2.644 -4.462 -0.520 -0.044 0.019 0.072
H 1.927 -4.416 1.777 0.022 0.047 0.145
H 2.734 -2.898 1.424 0.052 0.014 0.099
C -1.307 -4.011 -2.111 0.084 0.080 -0.046
C -1.806 -5.165 -1.252 -0.052 0.200 -0.417
C -0.855 -5.509 -0.109 -0.297 -0.020 0.174
C 0.420 -6.037 -0.589 0.020 0.026 0.093
N 1.427 -6.442 -0.965 -0.228 -0.249 -0.107
H -0.372 -4.265 -2.618 -0.001 -0.033 -0.001
H -2.043 -3.765 -2.879 0.026 -0.006 -0.028
H -1.142 -3.121 -1.499 -0.105 -0.084 0.101
H -1.972 -6.045 -1.881 0.022 -0.079 0.108
H -2.769 -4.892 -0.826 0.004 -0.005 0.180
H -1.321 -6.258 0.535 0.148 -0.062 0.025
H -0.682 -4.621 0.509 0.065 0.084 -0.135
C 6.938 -7.884 -0.678 0.032 -0.014 -0.068
C 8.396 -7.477 -0.864 -0.260 -0.230 0.091
C 8.606 -5.962 -0.787 0.280 -0.249 0.061
C 7.960 -5.257 -1.891 -0.053 0.149 0.101
N 7.445 -4.701 -2.753 0.023 -0.077 -0.059
H 6.309 -7.492 -1.478 -0.004 0.043 0.036
H 6.846 -8.971 -0.687 -0.033 0.013 0.009
H 6.548 -7.520 0.274 -0.017 0.011 -0.018
H 8.760 -7.858 -1.821 0.060 0.089 0.000
H 8.996 -7.950 -0.084 0.074 0.095 -0.015
H 9.676 -5.745 -0.812 -0.036 0.121 -0.064
H 8.229 -5.580 0.164 -0.100 0.069 -0.076
C -7.359 -0.778 4.358 -0.042 -0.087 0.007
C -6.431 -1.653 5.195 -0.253 0.156 -0.065
C -4.956 -1.487 4.821 -0.114 -0.104 0.382
C -4.670 -1.963 3.473 0.153 0.209 -0.008
N -4.445 -2.322 2.407 -0.102 -0.221 0.201
H -7.324 -1.056 3.304 0.056 0.042 -0.001
H -8.390 -0.889 4.697 -0.001 0.028 -0.024
H -7.088 0.276 4.444 0.009 -0.006 -0.032
H -6.730 -2.699 5.094 0.088 -0.016 0.017
H -6.554 -1.388 6.248 0.104 -0.041 0.012
H -4.341 -2.048 5.527 0.102 -0.007 -0.109
H -4.659 -0.440 4.907 0.078 -0.015 -0.181
C -0.431 7.631 0.014 0.075 -0.043 -0.076
C -1.375 7.862 -1.160 0.190 0.165 0.205
C -2.664 7.042 -1.067 0.085 0.202 -0.214
C -2.415 5.602 -1.177 -0.121 0.092 0.202
N -2.216 4.466 -1.258 -0.386 3.550 -0.476
H -0.081 6.599 0.044 -0.064 -0.012 0.018
H 0.444 8.277 -0.071 -0.001 -0.013 0.037
H -0.924 7.855 0.963 0.000 -0.017 -0.003
H -0.853 7.638 -2.093 -0.086 -0.050 -0.026
H -1.640 8.923 -1.190 -0.082 -0.032 -0.061
H -3.336 7.346 -1.874 -0.066 -0.120 0.024
H -3.177 7.261 -0.128 0.016 -0.087 0.018
C -3.720 6.531 -5.219 0.023 -0.004 -0.096
C -2.287 7.012 -5.412 -0.232 -0.237 0.106
C -2.137 8.532 -5.289 0.282 -0.308 0.021
C -2.826 9.249 -6.360 -0.022 0.116 0.119
N -3.368 9.813 -7.200 -0.006 -0.029 -0.027
H -4.381 6.917 -5.998 0.010 0.055 0.030
H -3.759 5.443 -5.261 -0.027 0.011 0.058
H -4.112 6.846 -4.249 -0.020 -0.023 -0.006
H -1.922 6.676 -6.384 0.074 0.089 0.011
H -1.657 6.540 -4.655 0.064 0.074 -0.023
H -1.075 8.786 -5.322 -0.047 0.143 -0.060
H -2.513 8.868 -4.320 -0.088 0.068 -0.065

***

# 3
57
Properties=species:S:1:pos:R:3:forces:R:3 method="wB97M-V/def2-TZVPD" orbital_gap_ev=5.611 charge=+2
Tl 0.082 -1.285 0.892 0.323 0.371 0.000
C 2.443 -1.340 3.598 1.331 -0.421 -0.782
C 1.213 -0.901 4.291 -0.461 0.994 1.600
O 0.033 -1.251 3.547 1.118 -0.296 0.234
C -1.101 -0.706 4.149 -1.809 0.149 0.115
C -2.283 -0.682 3.171 -0.764 0.841 0.286
O -2.104 0.362 2.194 -0.169 -0.896 -0.660
C -3.320 0.610 1.434 1.619 1.015 0.813
C -2.971 1.122 0.054 -0.108 0.303 0.084
O -3.050 0.058 -0.899 -0.009 0.243 -0.965
C -3.216 0.504 -2.254 0.805 1.102 0.496
C -3.307 -0.693 -3.163 2.857 0.397 1.798
O -4.580 -1.000 -3.668 -2.621 1.257 -4.352
C -5.053 -0.213 -4.587 0.298 -1.160 2.131
C 1.139 2.102 -0.109 0.276 0.174 -0.467
O 1.489 1.372 1.026 -0.315 0.294 -0.013
C 2.778 1.586 1.666 -0.356 -0.485 0.428
C 3.380 0.186 1.815 1.870 -0.084 0.898
O 2.407 -0.706 2.307 -0.750 -0.722 -0.506
H 2.464 -2.445 3.427 0.054 0.781 0.199
H 3.373 -1.039 4.156 -0.940 -0.274 -0.371
H 1.269 0.214 4.348 -0.206 -0.615 0.040
H 1.161 -1.269 5.359 -0.056 0.074 -1.116
H -0.888 0.321 4.489 -0.205 -0.215 -0.148
H -1.459 -1.289 5.026 0.527 0.124 -0.330
H -3.199 -0.406 3.726 0.424 -0.246 0.202
H -2.540 -1.651 2.686 0.602 0.312 0.205
H -3.861 1.399 1.968 -0.056 -0.130 -0.028
H -3.937 -0.260 1.389 -0.417 -0.748 -0.176
H -2.003 1.680 0.042 -0.432 -0.724 -0.017
H -3.726 1.862 -0.167 -0.400 0.332 -0.425
H -2.311 1.080 -2.600 -0.783 -0.240 0.541
H -4.110 1.168 -2.360 0.513 -0.315 0.181
H -2.975 -1.547 -2.575 -0.354 -0.202 -0.109
H -2.625 -0.632 -4.021 -0.330 0.105 0.209
H -5.068 0.893 -4.568 0.908 -0.404 0.385
H -5.504 -0.660 -5.451 -0.864 -0.674 -0.047
H 0.052 2.396 -0.039 1.271 -0.278 -0.157
H 1.819 2.970 -0.260 -0.590 -0.471 0.104
H 2.642 2.009 2.679 -0.368 -0.081 -0.506
H 3.358 2.294 1.080 0.288 -0.269 -0.075
H 4.278 0.126 2.492 -0.811 0.662 -0.329
H 3.801 -0.190 0.884 -0.479 -0.019 -0.360
C 1.637 -0.257 -3.717 -0.013 0.076 -0.518
C 2.449 -0.501 -2.443 0.041 0.782 -0.166
C 3.865 -1.055 -2.702 0.544 1.509 -0.944
O 1.637 -1.395 -1.646 0.475 0.249 0.255
C 2.543 0.841 -1.656 0.263 -0.081 1.900
O 3.581 1.345 -1.243 -2.908 -0.700 -1.076
O 1.211 1.237 -1.301 2.065 0.275 0.452
H 1.645 -1.180 -4.296 -0.209 -0.093 0.001
H 2.050 0.505 -4.380 0.234 0.096 0.188
H 0.597 0.045 -3.495 0.593 -0.282 0.128
H 3.843 -1.844 -3.442 -0.223 -0.396 -0.079
H 4.467 -1.382 -1.849 -0.577 0.128 0.194
H 4.482 -0.242 -3.194 -0.747 -0.786 0.586
H 2.004 -2.267 -1.808 0.032 -0.340 0.073

***

# 4
73
Properties=species:S:1:pos:R:3:forces:R:3 method="wB97M-V/def2-TZVPD" orbital_gap_ev=7.627 de_lowest_ev=0.000 charge=0
In 1.175 0.922 0.737 -0.049 0.051 -0.062
O 0.992 4.918 -1.724 -0.093 0.233 0.116
C 0.961 3.832 -0.955 -0.163 -0.209 -0.215
O 1.548 2.811 -1.210 0.075 0.260 0.141
C 0.069 3.981 0.233 0.019 0.105 0.093
C -0.666 5.115 0.511 -0.012 0.011 -0.005
C -1.463 5.118 1.653 -0.013 -0.031 -0.022
C -1.496 4.000 2.464 0.007 0.030 0.002
C -0.735 2.896 2.100 -0.075 -0.067 -0.111
N 0.024 2.905 1.015 -0.057 -0.110 -0.004
C -0.764 1.594 2.898 0.145 0.034 0.302
O -1.526 1.530 3.843 -0.002 -0.062 -0.179
O 0.052 0.677 2.500 -0.102 0.018 -0.118
H 1.558 4.750 -2.489 0.100 -0.133 -0.055
H -0.620 5.965 -0.153 0.005 0.011 0.016
H -2.063 5.986 1.892 0.035 0.005 0.018
H -2.092 3.943 3.363 -0.030 -0.012 -0.020
F 7.557 2.970 -1.188 0.054 0.008 -0.022
C 6.401 2.714 -0.570 -0.014 0.007 0.008
C 5.450 1.907 -1.159 0.017 -0.011 -0.023
F 5.675 1.373 -2.363 0.012 -0.006 -0.042
C 4.261 1.649 -0.507 -0.254 -0.030 0.014
F 3.341 0.883 -1.134 0.106 -0.270 0.137
C 3.949 2.164 0.753 0.156 0.168 0.107
O 2.835 1.938 1.420 -0.012 -0.157 -0.361
C 4.934 2.997 1.308 -0.162 -0.110 0.110
F 4.702 3.548 2.504 0.047 0.035 0.032
C 6.130 3.261 0.673 0.023 0.023 -0.026
F 7.033 4.051 1.255 0.029 0.028 0.027
C 3.448 -3.836 -0.490 -0.009 0.036 0.035
C 3.757 -3.222 0.884 0.089 -0.161 -0.175
C 2.998 -1.999 1.095 -0.037 -0.081 0.075
N 2.357 -1.064 1.239 0.054 0.226 -0.069
H 3.944 -4.802 -0.572 -0.001 0.014 -0.005
H 3.802 -3.192 -1.292 -0.021 0.007 0.008
H 2.375 -3.984 -0.616 0.026 -0.004 -0.012
H 4.817 -2.984 0.969 -0.002 0.022 0.054
H 3.506 -3.915 1.688 -0.034 0.040 0.042
F -2.991 -2.317 1.932 -0.025 -0.008 0.074
C -3.261 -1.021 1.753 0.092 0.026 -0.193
C -2.730 -0.342 0.671 0.248 0.168 -0.172
C -3.098 0.986 0.518 0.073 -0.197 0.032
F -2.613 1.685 -0.522 -0.052 0.101 -0.025
C -3.957 1.622 1.390 0.029 0.054 -0.009
F -4.294 2.900 1.209 -0.007 0.053 0.017
C -4.457 0.918 2.470 -0.022 0.072 0.028
F -5.268 1.520 3.327 -0.015 -0.002 0.035
C -4.109 -0.407 2.655 -0.031 -0.070 0.135
F -4.598 -1.078 3.693 -0.007 -0.001 -0.013
Ge -1.584 -1.114 -0.730 -0.075 -0.291 -0.123
S 0.224 -0.011 -1.295 -0.081 0.025 0.189
C -2.769 -1.247 -2.316 0.197 -0.049 0.116
C -2.424 -0.914 -3.618 -0.104 -0.012 0.143
F -1.219 -0.425 -3.914 0.022 0.016 0.024
C -3.304 -1.086 -4.673 0.073 0.039 -0.040
F -2.948 -0.746 -5.911 -0.014 -0.007 -0.016
C -4.556 -1.621 -4.442 0.000 0.012 -0.029
F -5.401 -1.792 -5.450 -0.049 -0.015 -0.049
C -4.925 -1.985 -3.160 -0.127 -0.039 0.011
F -6.124 -2.523 -2.941 -0.017 0.006 0.016
C -4.030 -1.792 -2.130 0.242 0.062 0.095
F -4.391 -2.188 -0.898 -0.086 -0.063 -0.030
C -1.014 -2.950 -0.238 -0.019 0.187 -0.161
C -1.084 -4.046 -1.083 -0.025 0.182 0.177
F -1.703 -3.956 -2.265 -0.010 -0.051 -0.035
C -0.521 -5.266 -0.750 -0.003 -0.071 -0.054
F -0.611 -6.310 -1.573 0.007 0.019 -0.004
C 0.156 -5.394 0.448 -0.012 -0.037 0.005
F 0.729 -6.549 0.768 0.024 -0.062 0.020
C 0.257 -4.315 1.309 0.043 0.031 0.083
F 0.943 -4.442 2.449 -0.008 0.006 0.011
C -0.329 -3.117 0.955 -0.116 0.009 -0.172
F -0.217 -2.079 1.785 -0.006 -0.008 0.100

***

| no. | E_tot (Ha) |
| --- | --- |
| 1 | -2898.7379 |
| 2 | -2828.2009 |
| 3 | -1477.1889 |
| 4 | -6449.3923 |